Record 1
This record from the OMol25 dataset describes a gas-phase ion, C5H9N2O (charge +1). The level of theory is wB97M-V/def2-TZVPD.

The HOMO energy comes out at -13.991 eV. Its relative energy (zero: lowest compared OMol25 entry of this formula, charge and spin) is 3.843 eV. As for the charge: +1.

Geometry as XYZ:
```
17
Properties=species:S:1:pos:R:3:lowdin_charge:R:1
N -1.272 -0.594 -1.054 0.09
C -0.389 -0.258 0.003 -0.25
C -0.800 0.934 0.708 -0.29
N -0.048 1.534 1.622 0.26
O -1.976 1.393 0.453 0.23
C 1.319 0.103 -0.338 0.03
C 1.439 -1.320 -0.891 -0.05
C 0.809 -1.043 0.439 -0.12
H -1.804 -1.428 -0.840 0.12
H -1.506 -0.186 -1.941 0.12
H 0.920 1.467 1.819 0.13
H -0.273 2.405 2.087 0.16
H -2.394 0.931 -0.229 0.10
H 1.969 0.915 -0.397 0.12
H 2.336 -1.912 -1.022 0.11
H 0.796 -1.587 -1.830 0.14
H 0.876 -1.353 1.411 0.12
```

=====

Record 2
This record from the OMol25 dataset describes a gas-phase ion, C5H9N2O (charge +1). The level of theory is wB97M-V/def2-TZVPD.

The HOMO energy (alpha / beta) comes out at -10.011 / -13.469 eV. Its spin multiplicity is 3. Its relative energy (zero: lowest compared OMol25 entry of this formula, charge and spin) is 2.503 eV. As for the charge: +1.

Geometry as XYZ:
```
17
Properties=species:S:1:pos:R:3:lowdin_spin:R:1
C -2.801 -0.575 0.470 0.31
C -2.798 0.662 -0.055 0.43
C -0.891 -0.042 -0.365 0.56
C 1.107 1.141 0.587 0.02
C 0.700 0.200 -0.527 0.04
N -1.516 -1.051 0.174 0.27
N 1.304 -1.074 -0.569 0.01
O -1.625 0.951 -0.565 0.30
H -3.470 -1.286 0.857 0.01
H -3.665 1.280 -0.224 0.02
H 0.460 0.950 1.380 0.00
H 2.223 1.181 0.863 0.01
H 0.824 2.196 0.401 0.00
H 0.987 0.621 -1.516 0.01
H 1.875 -1.244 -1.337 0.00
H -1.181 -2.019 0.428 0.00
H 1.964 -1.292 0.208 0.00
```

=====

Record 3
This record from the OMol25 dataset describes 2 unconnected molecules or ions with the total composition C5H9N2O2. The level of theory is wB97M-V/def2-TZVPD.

The HOMO energy comes out at -13.228 eV. Its relative energy (zero: lowest compared OMol25 entry of this formula, charge and spin) is 3.221 eV. As for the charge: +1.

Geometry as XYZ:
```
18
Properties=species:S:1:pos:R:3:lowdin_charge:R:1
C -1.330 1.123 -0.406 0.03
C -1.944 0.002 0.050 -0.28
C 0.211 -0.401 0.007 -0.08
C -3.349 -0.364 0.288 0.02
C 3.219 -0.352 0.088 -0.18
N -0.970 -0.903 0.326 0.14
N 0.069 0.852 -0.450 0.13
O 2.848 0.912 0.261 0.02
O 4.529 -0.471 -0.115 0.12
H -1.843 1.908 -0.884 0.13
H -3.400 -1.149 0.893 0.04
H -3.844 0.547 0.556 0.10
H -3.736 -0.721 -0.679 0.12
H 1.251 -0.841 0.109 0.09
H -1.050 -1.928 0.668 0.24
H 0.681 1.587 -0.782 0.17
H 3.717 1.433 0.368 0.16
H 4.940 -1.236 -0.298 0.05
```

=====

Record 4
This record from the OMol25 dataset describes 2 unconnected molecules or ions with the total composition C5H9N2O2. The level of theory is wB97M-V/def2-TZVPD.

The HOMO energy (alpha / beta) comes out at -9.858 / -13.455 eV. Its spin multiplicity is 3. Its relative energy (zero: lowest compared OMol25 entry of this formula, charge and spin) is 2.790 eV. As for the charge: +1.

Geometry as XYZ:
```
18
Properties=species:S:1:pos:R:3:lowdin_spin:R:1
C 0.822 -0.035 -0.665 0.00
C -2.027 2.465 1.194 0.68
C 0.640 -2.226 -0.394 0.00
C 2.121 -1.835 -0.724 0.00
C -2.921 3.278 1.731 0.71
N 0.082 -0.994 -0.216 0.00
N 2.002 -0.407 -1.124 0.00
O -1.068 1.919 0.722 0.47
O -1.138 -0.770 0.346 0.01
H 0.257 -2.828 -1.315 0.00
H 0.650 -2.927 0.430 0.00
H 2.958 -1.786 0.092 0.00
H 2.469 -2.474 -1.438 0.00
H -2.756 4.297 1.477 0.07
H 0.373 0.911 -0.866 0.00
H -3.831 3.007 2.092 0.06
H 2.631 0.227 -1.638 0.00
H -1.263 0.177 0.295 0.00
```

=====

Record 5
This record from the OMol25 dataset describes a molecular structure, C5H9N2O2P. The level of theory is wB97M-V/def2-TZVPD.

The HOMO energy comes out at -8.512 eV. Its relative energy (zero: lowest compared OMol25 entry of this formula, charge and spin) is 3.907 eV.

Geometry as XYZ:
```
19
Properties=species:S:1:pos:R:3:lowdin_charge:R:1
C 0.195 -0.739 -0.798 -0.09
C 0.846 0.318 0.113 -0.38
C 2.516 0.349 0.548 -0.45
C 0.287 -0.079 1.527 -0.07
C -0.686 -1.298 1.337 -0.17
N -0.578 -1.517 -0.071 -0.44
N 3.289 -0.198 -0.398 0.19
O 2.886 0.487 1.655 0.09
O 0.595 1.570 -0.467 -0.01
P -1.142 -2.688 -1.219 0.83
H 1.058 -0.638 1.888 0.06
H -0.125 0.743 2.091 0.13
H -0.388 -2.068 2.032 0.11
H -1.794 -1.017 1.441 0.14
H 2.784 -0.608 -1.114 0.06
H 4.222 -0.480 -0.250 0.10
H 0.249 1.456 -1.370 0.09
H -2.519 -2.245 -1.072 -0.09
H -1.463 -3.904 -0.510 -0.12
```

=====

Record 6
This record from the OMol25 dataset describes a gas-phase ion, C5H9N2O3S (charge -1). The level of theory is wB97M-V/def2-TZVPD.

The HOMO energy comes out at -2.672 eV. Its relative energy (zero: lowest compared OMol25 entry of this formula, charge and spin) is 2.322 eV. As for the charge: -1.

Geometry as XYZ:
```
20
Properties=species:S:1:pos:R:3:lowdin_charge:R:1
O -1.896 3.494 -0.164 -0.10
C -1.853 2.098 0.184 -0.22
C -0.702 1.330 -0.530 -0.22
O -0.505 0.088 0.129 -0.13
C -0.395 -0.978 -0.835 -0.30
O -0.129 -2.163 -0.172 -0.11
C 1.298 -2.481 -0.139 -0.35
N 1.775 -2.784 1.192 -0.14
N 1.321 -1.746 2.117 -0.08
C 2.223 -0.954 2.075 -0.81
S 2.993 0.494 2.012 0.44
H -1.183 3.706 -0.781 0.07
H -1.698 2.027 1.280 0.12
H -2.831 1.660 -0.107 0.12
H -0.940 1.217 -1.616 0.12
H 0.238 1.923 -0.382 0.13
H 0.322 -0.736 -1.653 0.13
H -1.415 -1.082 -1.297 0.13
H 1.934 -1.680 -0.603 0.10
H 1.442 -3.432 -0.712 0.10
```

=====

Record 7
This record from the OMol25 dataset describes a molecular structure, C5H9N2O4P. The level of theory is wB97M-V/def2-TZVPD.

The HOMO energy comes out at -8.897 eV. Its relative energy (zero: lowest compared OMol25 entry of this formula, charge and spin) is 0.055 eV.

Geometry as XYZ:
```
21
Properties=species:S:1:pos:R:3:lowdin_charge:R:1
C 2.201 -1.006 -2.109 -0.03
C 1.470 -1.191 -0.951 -0.36
C 0.520 -0.105 -1.091 -0.14
C 0.240 2.584 1.581 -0.12
C -2.702 -1.398 1.261 -0.15
N 0.776 0.710 -2.033 0.02
N 1.782 0.175 -2.674 -0.04
O -2.102 1.341 0.179 -0.31
O 1.395 -2.183 -0.095 0.07
O -0.014 1.171 1.697 -0.31
O -1.379 -0.942 1.371 -0.29
P -0.966 0.451 0.611 0.68
H 3.118 -1.555 -2.455 0.14
H 0.210 2.878 2.681 0.11
H -0.498 3.186 0.941 0.10
H 1.239 2.646 1.003 0.11
H -3.390 -0.636 0.940 0.06
H -2.970 -1.898 2.232 0.10
H -2.807 -2.195 0.384 0.13
H 2.021 0.530 -3.551 0.13
H 1.060 -1.889 0.764 0.11
```

=====

Record 8
This record from the OMol25 dataset describes a molecular structure, C5H9N2S. The level of theory is wB97M-V/def2-TZVPD.

The HOMO energy (alpha / beta) comes out at -12.253 / -12.253 eV. Its relative energy (zero: lowest compared OMol25 entry of this formula, charge and spin) is 3.696 eV. As for the charge: +1.

Geometry as XYZ:
```
17
Properties=species:S:1:pos:R:3:lowdin_charge:R:1
C -1.381 -0.817 0.384 -0.67
C -3.509 0.267 -0.225 0.10
C 0.836 0.729 -0.101 -0.24
C 1.628 -0.320 0.383 -0.35
C 2.630 -0.967 -0.546 -0.09
N -2.436 -0.393 -0.016 0.01
N -0.132 1.465 0.516 0.10
S -0.231 -1.684 0.779 1.10
H -3.854 0.429 -1.224 0.09
H -4.156 0.602 0.589 0.11
H 0.671 0.646 -1.169 0.14
H 1.828 -0.428 1.504 0.12
H 2.197 -1.871 -1.133 0.12
H 3.434 -1.358 0.027 0.07
H 3.013 -0.275 -1.245 0.07
H -0.671 2.137 -0.047 0.13
H 0.135 1.836 1.522 0.19
```

=====

Record 9
This record from the OMol25 dataset describes 2 unconnected molecules or ions with the total composition C5H9N2S. The level of theory is wB97M-V/def2-TZVPD.

The HOMO energy comes out at -11.300 eV. Its relative energy (zero: lowest compared OMol25 entry of this formula, charge and spin) is 3.931 eV. As for the charge: +1.

Geometry as XYZ:
```
17
Properties=species:S:1:pos:R:3:lowdin_charge:R:1
C 0.571 1.700 1.274 -0.10
C 1.937 1.366 0.904 -0.14
C -0.556 1.077 0.758 -0.27
C 2.247 0.689 -0.223 -0.32
C -2.049 -1.679 -0.633 0.08
N -0.522 0.210 -0.209 -0.38
N -1.241 -2.672 -0.433 0.17
S 0.809 0.211 -1.190 1.03
H 0.359 2.476 1.997 0.10
H 2.890 1.724 1.376 0.14
H -1.570 1.258 0.988 0.11
H 3.176 0.620 -0.685 0.05
H -2.156 -1.275 -1.568 0.07
H -2.820 -1.417 0.143 0.15
H -1.199 -2.980 0.521 0.15
H -0.602 -2.816 -1.194 0.14
H 0.727 1.508 -1.827 0.04
```

=====

Record 10
This record from the OMol25 dataset describes a gas-phase ion, C5H9N2Si (charge +1). The level of theory is wB97M-V/def2-TZVPD.

The HOMO energy comes out at -13.051 eV. Its relative energy (zero: lowest compared OMol25 entry of this formula, charge and spin) is 1.128 eV. As for the charge: +1.

Geometry as XYZ:
```
17
Properties=species:S:1:pos:R:3:lowdin_charge:R:1
N 2.724 1.196 -0.044 0.15
C 1.628 0.340 0.140 -0.28
C 1.784 -1.064 -0.063 0.03
C 0.694 -1.878 -0.073 -0.02
N -0.598 -1.364 -0.070 0.03
C -0.952 -0.167 0.188 -0.29
Si -2.650 0.529 -0.038 0.75
C 0.367 0.955 0.259 0.10
H 3.551 0.731 -0.137 0.06
H 2.770 2.194 0.120 0.13
H 2.829 -1.393 -0.282 0.15
H 0.787 -2.885 -0.334 0.12
H -1.302 -2.087 -0.094 0.17
H -3.512 -0.468 0.522 -0.06
H -2.918 0.681 -1.401 -0.07
H -2.215 1.794 0.705 -0.02
H 0.274 1.951 0.462 0.06
```

=====

Record 11
This record from the OMol25 dataset describes a molecular structure, C5H9N3. The level of theory is wB97M-V/def2-TZVPD.

The HOMO energy comes out at -8.054 eV. Its relative energy (zero: lowest compared OMol25 entry of this formula, charge and spin) is 7.507 eV.

Geometry as XYZ:
```
17
Properties=species:S:1:pos:R:3:lowdin_charge:R:1
C 0.619 0.914 0.107 -0.48
C 0.989 0.023 -1.003 -0.05
C 0.663 -1.315 -0.947 -0.19
C -0.330 -1.867 -0.174 -0.29
C -0.904 1.128 0.526 -0.09
H 0.577 2.880 0.165 0.12
H 1.997 1.923 -0.265 0.09
H 0.913 0.857 1.264 0.18
H 1.562 0.627 -1.749 0.12
H 1.021 -1.829 -1.772 0.08
H -0.860 -2.376 -1.146 0.17
H 0.324 -2.797 0.234 0.16
H -1.899 -1.890 1.137 0.23
H -1.284 2.106 0.351 0.10
N 1.016 2.094 -0.466 -0.04
N -0.810 -1.147 1.048 -0.05
N -1.431 0.080 0.951 -0.07
```

=====

Record 12
This record from the OMol25 dataset describes a single C5H9N3 molecule. The level of theory is wB97M-V/def2-TZVPD.

The HOMO energy comes out at -9.092 eV. Its relative energy (zero: lowest compared OMol25 entry of this formula, charge and spin) is 5.971 eV.

Geometry as XYZ:
```
17
Properties=species:S:1:pos:R:3:lowdin_charge:R:1
H 2.142 -2.881 1.285 -0.02
N 2.615 -2.287 0.678 0.11
C 1.623 -1.402 0.392 -0.43
N 1.780 -0.339 -0.453 0.14
C 0.254 -1.238 0.982 -0.05
C -0.691 -0.359 0.518 -0.06
C -0.799 0.599 -0.676 -0.29
C -2.054 1.461 -0.736 -0.23
N -0.731 2.269 -0.697 0.03
H 1.326 0.604 -0.589 0.13
H 2.506 -0.543 -0.876 -0.02
H 0.244 -1.579 2.031 0.11
H -1.552 -0.158 1.346 0.15
H -0.356 0.439 -1.631 0.10
H -2.566 1.594 -1.752 0.10
H -3.084 1.576 -0.264 0.12
H -0.656 2.244 0.442 0.12
```

=====

Record 13
This record from the OMol25 dataset describes 2 unconnected molecules or ions with the total composition C5H9N3. The level of theory is wB97M-V/def2-TZVPD.

The HOMO energy comes out at -8.137 eV. Its relative energy (zero: lowest compared OMol25 entry of this formula, charge and spin) is 4.622 eV.

Geometry as XYZ:
```
17
Properties=species:S:1:pos:R:3:lowdin_charge:R:1
C 2.287 0.572 -1.185 0.03
N 1.463 -0.324 -0.812 0.01
C 1.664 -1.146 0.270 -0.37
N 2.185 -1.726 1.143 0.12
H 2.477 1.474 -0.586 0.09
H 2.580 0.583 -2.243 0.09
C -1.131 1.748 0.077 -0.01
C -0.381 0.800 0.665 -0.24
N -0.677 -0.629 0.768 -0.14
C -1.676 -1.291 -0.049 -0.11
H -1.754 1.540 -0.783 0.04
H -1.047 2.774 0.412 0.04
H 0.221 1.098 1.522 0.11
H -0.437 -1.103 1.636 0.11
H -1.571 -2.376 0.036 0.08
H -1.519 -1.028 -1.098 0.08
H -2.683 -0.967 0.226 0.08
```

=====

Record 14
This record from the OMol25 dataset describes a single C5H9N3 molecule. The level of theory is wB97M-V/def2-TZVPD.

The HOMO energy comes out at -7.253 eV. Its relative energy (zero: lowest compared OMol25 entry of this formula, charge and spin) is 4.364 eV.

Geometry as XYZ:
```
17
Properties=species:S:1:pos:R:3:lowdin_charge:R:1
C -2.209 -0.555 0.180 -0.17
C -1.005 1.561 -0.037 -0.12
C -1.310 -1.425 -0.359 -0.24
C 0.306 1.275 -0.003 -0.25
C 2.155 -0.218 0.277 -0.13
N -2.080 0.775 0.326 0.02
N -0.068 -1.189 -0.823 0.07
N 0.754 0.108 0.346 -0.10
H -3.206 -0.993 0.381 0.12
H -1.217 2.650 -0.210 0.12
H -1.668 -2.477 -0.273 0.10
H 1.052 2.123 -0.128 0.13
H 2.785 0.658 -0.286 0.12
H 2.595 -0.601 1.235 0.08
H 2.172 -1.107 -0.403 0.06
H -2.910 1.149 0.767 0.14
H 0.559 -1.980 -0.839 0.06
```

=====

Record 15
This record from the OMol25 dataset describes a molecular structure, C5H9N3. The level of theory is wB97M-V/def2-TZVPD.

The HOMO energy comes out at -8.419 eV. Its relative energy (zero: lowest compared OMol25 entry of this formula, charge and spin) is 8.000 eV.

Geometry as XYZ:
```
17
Properties=species:S:1:pos:R:3:lowdin_charge:R:1
C 1.584 1.239 -0.645 -0.15
C 1.166 0.622 0.611 -0.34
C 1.058 -0.928 0.466 -0.29
C -0.539 -0.745 -0.880 -0.17
C -0.140 -0.107 1.190 -0.16
H 0.811 1.322 -1.528 0.07
H 2.735 0.422 -0.812 0.18
H 2.183 2.531 -0.538 0.16
H 1.975 0.796 1.363 0.13
H 1.535 -1.955 0.937 0.19
H -1.088 -0.596 -1.750 0.09
H -3.139 -0.023 -0.144 0.14
H -2.058 1.006 -1.039 0.07
H -0.247 0.036 2.312 0.14
N 0.622 -1.230 -0.795 0.06
N -1.305 -0.187 0.343 -0.15
N -2.385 0.841 -0.013 0.03
```

=====

Number 1: largest force on an atom 5.1 eV/A. Number 2: largest force on an atom 12.3 eV/A. Number 3: largest force on an atom 7.5 eV/A. Number 4: largest force on an atom 5.1 eV/A. Number 5: largest force on an atom 4.3 eV/A. Number 6: largest force on an atom 2.7 eV/A. Number 7: largest force on an atom 6.0 eV/A. Number 8: largest force on an atom 3.1 eV/A. Number 9: largest force on an atom 4.5 eV/A. Number 10: largest force on an atom 8.3 eV/A. Number 11: largest force on an atom 8.3 eV/A. Number 12: largest force on an atom 10.9 eV/A. Number 13: largest force on an atom 4.1 eV/A. Number 14: largest force on an atom 3.5 eV/A. Number 15: largest force on an atom 5.6 eV/A.